[1]
{
  "formula": "C4H12O",
  "method": "ωB97M-V/def2-TZVPD",
  "species": ["C", "C", "C", "H", "H", "H", "H", "H", "H", "H", "H", "C", "O", "H", "H", "H", "H"],
  "xyz": [[1.7294, 0.4986, 1.1778], [0.8046, 1.3955, 0.3249], [-0.5319, 1.7049, 0.9967], [2.3157, 1.0603, 1.9124], [2.4669, -0.0167, 0.5657], [1.1091, -0.1572, 1.7951], [0.6741, 0.9078, -0.6421], [1.3983, 2.2954, 0.1512], [-0.9507, 2.5796, 0.5014], [-1.2078, 0.8565, 0.9927], [-0.3164, 1.9780, 2.0309], [-0.4589, -2.1146, -0.9848], [-1.5687, -1.3698, -1.5646], [0.4674, -1.5919, -1.2170], [-0.6235, -2.1740, 0.0942], [-0.5112, -3.1125, -1.4053], [-1.5024, -0.4966, -1.1795]],
  "multiplicity": 1,
  "homo_lumo_gap_ev": 11.40,
  "smiles": "CCC.CO",
  "energy_ha": -234.80695
}



[2]
{
  "formula": "C4H12O",
  "method": "ωB97M-V/def2-TZVPD",
  "species": ["C", "C", "O", "H", "H", "H", "H", "H", "H", "C", "C", "H", "H", "H", "H", "H", "H"],
  "xyz": [[1.1375, 2.0375, 0.8350], [0.4485, 1.3664, -0.3203], [1.2505, 0.3120, -0.8688], [0.4754, 2.7721, 1.3044], [2.0093, 2.6358, 0.5500], [1.4807, 1.3345, 1.5927], [-0.4765, 0.8669, -0.0480], [0.2107, 2.1196, -1.0838], [2.1418, 0.6414, -0.9770], [-1.8910, -1.4140, -0.2576], [-0.8902, -2.2695, 0.5176], [-2.7140, -2.0860, -0.5161], [-2.3332, -0.6104, 0.3323], [-1.5561, -0.9498, -1.1845], [-0.0595, -1.7462, 0.9871], [-0.4904, -3.0955, -0.0697], [-1.4586, -2.7448, 1.3219]],
  "multiplicity": 1,
  "homo_lumo_gap_ev": 11.32,
  "smiles": "CCO.CC",
  "energy_ha": -234.81508
}